# 1
{"formula": "C37H108AsF6O19V", "method": "ωB97M-V/def2-TZVPD", "charge": 0, "orbital_gap_ev": 8.754, "e_tot_ev": -181855.27895, "homo_energy_ev": -9.374, "elements": ["O", "V", "O", "As", "F", "F", "F", "F", "F", "F", "C", "O", "H", "H", "H", "H", "C", "O", "H", "H", "H", "H", "C", "O", "H", "H", "H", "H", "C", "O", "H", "H", "H", "H", "C", "O", "H", "H", "H", "H", "C", "O", "H", "H", "H", "H", "C", "O", "H", "H", "H", "H", "C", "C", "C", "O", "H", "H", "H", "H", "H", "H", "H", "H", "C", "C", "C", "O", "H", "H", "H", "H", "H", "H", "H", "H", "C", "C", "C", "O", "H", "H", "H", "H", "H", "H", "H", "H", "C", "C", "C", "O", "H", "H", "H", "H", "H", "H", "H", "H", "C", "C", "C", "O", "H", "H", "H", "H", "H", "H", "H", "H", "C", "C", "C", "O", "H", "H", "H", "H", "H", "H", "H", "H", "C", "C", "C", "O", "H", "H", "H", "H", "H", "H", "H", "H", "C", "C", "C", "O", "H", "H", "H", "H", "H", "H", "H", "H", "C", "C", "C", "O", "H", "H", "H", "H", "H", "H", "H", "H", "C", "C", "C", "O", "H", "H", "H", "H", "H", "H", "H", "H"], "coordinates": [[-20.04, 19.57, -0.61], [-20.88, 18.47, -1.39], [-20.58, 17.11, -0.56], [-21.58, 21.81, -3.40], [-23.15, 21.34, -4.07], [-21.73, 23.49, -4.08], [-19.95, 22.16, -2.77], [-21.50, 20.09, -2.74], [-20.79, 21.24, -4.91], [-22.34, 22.37, -1.87], [-16.97, 17.91, 5.07], [-17.31, 16.89, 4.17], [-17.45, 18.83, 4.72], [-17.23, 17.68, 6.11], [-15.92, 18.17, 5.10], [-18.14, 17.16, 3.77], [-18.41, 13.98, -2.11], [-19.00, 12.86, -1.51], [-18.60, 14.84, -1.47], [-17.34, 13.78, -2.20], [-18.89, 14.16, -3.07], [-18.70, 12.74, -0.61], [-21.68, 10.79, -2.26], [-21.65, 12.20, -2.46], [-22.65, 10.42, -2.61], [-20.89, 10.29, -2.82], [-21.55, 10.49, -1.22], [-20.74, 12.45, -2.31], [-16.87, 17.56, -0.71], [-16.78, 17.12, -2.06], [-15.99, 17.42, -0.08], [-16.99, 18.65, -0.74], [-17.70, 17.20, -0.11], [-15.97, 17.43, -2.46], [-14.93, 20.39, 1.77], [-13.74, 21.15, 1.80], [-14.91, 19.77, 0.87], [-14.87, 19.64, 2.55], [-15.89, 20.89, 1.80], [-13.70, 21.50, 2.70], [-19.35, 18.41, -4.21], [-19.33, 18.06, -2.90], [-19.11, 17.48, -4.74], [-20.38, 18.68, -4.47], [-18.65, 19.19, -4.49], [-18.43, 17.74, -2.77], [-22.46, 15.98, -3.03], [-22.21, 17.38, -2.92], [-23.46, 15.73, -2.67], [-22.36, 15.77, -4.09], [-21.72, 15.37, -2.51], [-22.46, 17.82, -3.73], [-24.83, 24.78, -1.14], [-23.40, 25.11, -0.68], [-23.55, 26.22, 0.38], [-22.86, 23.99, 0.05], [-25.38, 25.62, -1.55], [-25.45, 24.53, -0.28], [-24.86, 23.90, -1.79], [-22.75, 25.47, -1.48], [-22.62, 26.74, 0.64], [-24.15, 25.97, 1.26], [-24.12, 27.03, -0.08], [-22.76, 23.25, -0.54], [-21.58, 23.16, 4.63], [-22.23, 23.10, 3.19], [-23.75, 22.97, 3.25], [-21.81, 24.28, 2.52], [-21.89, 22.27, 5.18], [-21.85, 24.04, 5.20], [-20.49, 23.18, 4.61], [-21.77, 22.27, 2.66], [-24.13, 22.98, 2.23], [-24.16, 23.81, 3.82], [-24.08, 22.03, 3.70], [-22.28, 24.30, 1.68], [-18.74, 13.90, 3.18], [-19.44, 13.20, 2.09], [-20.53, 14.01, 1.37], [-18.45, 12.73, 1.12], [-19.46, 14.20, 3.95], [-18.32, 14.79, 2.72], [-17.89, 13.38, 3.62], [-19.81, 12.28, 2.54], [-21.35, 14.37, 1.99], [-20.94, 13.43, 0.54], [-20.13, 14.96, 1.00], [-17.65, 12.50, 1.58], [-13.47, 20.77, -4.18], [-14.51, 21.27, -3.18], [-15.94, 21.01, -3.58], [-14.29, 20.50, -2.08], [-12.46, 20.76, -3.78], [-13.38, 21.46, -5.02], [-13.66, 19.76, -4.54], [-14.36, 22.33, -2.96], [-16.24, 21.37, -4.57], [-16.66, 21.51, -2.94], [-16.21, 19.95, -3.49], [-13.43, 20.69, -1.68], [-22.70, 16.34, -6.90], [-23.07, 17.84, -6.78], [-24.41, 18.07, -7.41], [-23.11, 18.30, -5.48], [-22.79, 15.93, -7.90], [-23.31, 15.69, -6.27], [-21.69, 16.24, -6.51], [-22.30, 18.43, -7.28], [-25.31, 17.85, -6.83], [-24.35, 17.50, -8.34], [-24.57, 19.10, -7.71], [-23.72, 19.04, -5.49], [-24.12, 14.31, -0.29], [-24.58, 15.42, 0.66], [-23.62, 15.69, 1.78], [-24.69, 16.57, -0.09], [-23.95, 13.36, 0.21], [-23.12, 14.52, -0.68], [-24.77, 14.04, -1.12], [-25.62, 15.28, 0.98], [-23.44, 14.70, 2.20], [-24.10, 16.27, 2.57], [-22.70, 16.12, 1.39], [-25.37, 16.35, -0.74], [-20.29, 19.83, 3.97], [-19.94, 18.95, 2.84], [-18.74, 19.50, 2.13], [-19.76, 17.66, 3.35], [-20.28, 20.90, 3.75], [-19.72, 19.72, 4.89], [-21.28, 19.59, 4.36], [-20.76, 18.86, 2.12], [-18.42, 18.73, 1.42], [-17.80, 19.75, 2.64], [-18.94, 20.35, 1.48], [-20.58, 17.32, 3.70], [-19.51, 25.29, -0.53], [-18.52, 24.11, -0.30], [-19.27, 22.92, 0.34], [-17.83, 23.81, -1.47], [-20.14, 25.00, -1.37], [-19.07, 26.26, -0.78], [-20.20, 25.41, 0.31], [-17.82, 24.29, 0.52], [-19.66, 23.16, 1.33], [-18.67, 22.02, 0.48], [-20.06, 22.63, -0.35], [-18.44, 23.33, -2.04], [-27.93, 16.32, -3.86], [-26.58, 16.56, -3.23], [-26.10, 18.01, -3.28], [-26.73, 16.14, -1.88], [-28.63, 16.85, -3.21], [-28.13, 15.25, -3.91], [-27.96, 16.67, -4.89], [-25.82, 15.96, -3.73], [-25.51, 18.23, -4.17], [-25.67, 18.34, -2.33], [-27.00, 18.59, -3.50], [-27.34, 16.73, -1.43], [-24.54, 20.53, -0.80], [-23.40, 20.03, 0.17], [-23.90, 19.74, 1.61], [-22.88, 18.77, -0.34], [-24.55, 21.61, -0.64], [-25.52, 20.08, -0.59], [-24.31, 20.44, -1.86], [-22.53, 20.69, 0.24], [-23.07, 19.47, 2.26], [-24.68, 18.98, 1.57], [-24.38, 20.62, 2.06], [-23.51, 18.07, -0.15]], "lowdin_charge": [-0.2781, 0.9274, -0.3044, 0.9874, -0.2548, -0.2723, -0.2419, -0.3032, -0.2609, -0.2513, -0.1757, -0.1264, 0.0559, 0.0766, 0.0703, 0.0082, -0.1437, -0.1477, 0.0683, 0.0847, 0.0835, 0.0273, -0.1631, -0.1403, 0.0729, 0.0755, 0.0710, 0.0175, -0.1362, -0.1153, 0.0849, 0.0788, 0.0716, 0.0933, -0.1712, -0.1069, 0.0644, 0.0747, 0.0700, 0.0739, -0.1296, -0.1547, 0.1028, 0.0678, 0.1002, 0.0670, -0.0649, -0.1802, 0.0734, 0.0773, 0.0860, 0.0455, -0.0537, -0.4179, -0.0603, -0.0981, 0.0776, 0.0776, 0.0666, 0.1365, 0.0786, 0.0853, 0.0733, 0.0299, -0.0532, -0.4660, -0.0531, -0.0733, 0.0650, 0.0752, 0.0685, 0.1085, 0.0609, 0.0863, 0.0663, 0.0115, -0.0633, -0.4456, -0.0206, -0.0716, 0.0947, 0.0815, 0.0895, 0.1315, 0.0531, 0.0798, 0.0705, 0.0951, -0.0579, -0.5270, -0.0397, -0.0502, 0.0735, 0.0751, 0.0804, 0.1427, 0.0867, 0.0704, 0.0644, 0.1003, -0.0382, -0.4905, -0.0554, -0.0575, 0.0817, 0.0757, 0.0730, 0.1433, 0.0825, 0.0833, 0.0858, 0.0850, -0.0371, -0.4919, -0.0414, -0.0799, 0.0813, 0.0662, 0.0826, 0.1442, 0.0769, 0.0856, 0.0793, 0.0359, -0.0542, -0.4806, -0.0381, -0.0446, 0.0650, 0.0881, 0.0797, 0.1263, 0.0670, 0.0743, 0.0507, 0.1135, -0.0302, -0.4739, -0.0505, -0.0355, 0.0670, 0.0743, 0.0633, 0.1291, 0.0749, 0.0538, 0.0521, 0.0484, -0.0487, -0.4729, -0.0165, -0.0671, 0.0892, 0.0877, 0.0850, 0.1346, 0.0637, 0.0669, 0.0808, 0.1067, -0.0168, -0.3619, -0.0197, -0.1246, 0.0567, 0.0790, 0.0574, 0.1241, 0.0726, 0.0791, 0.0588, 0.0546]}

# 2
{"formula": "C37H108N12O19", "method": "ωB97M-V/def2-TZVPD", "charge": 0, "orbital_gap_ev": 9.173, "e_tot_ev": -96900.74319, "homo_energy_ev": -8.914, "elements": ["C", "C", "C", "O", "C", "N", "H", "H", "H", "H", "H", "H", "H", "H", "H", "H", "H", "C", "C", "C", "O", "C", "N", "H", "H", "H", "H", "H", "H", "H", "H", "H", "H", "H", "C", "C", "C", "O", "C", "N", "H", "H", "H", "H", "H", "H", "H", "H", "H", "H", "H", "C", "C", "C", "O", "C", "N", "H", "H", "H", "H", "H", "H", "H", "H", "H", "H", "H", "C", "C", "C", "O", "C", "N", "H", "H", "H", "H", "H", "H", "H", "H", "H", "H", "H", "C", "C", "C", "O", "C", "N", "H", "H", "H", "H", "H", "H", "H", "H", "H", "H", "H", "C", "C", "O", "O", "H", "H", "H", "H", "H", "H", "C", "C", "O", "O", "H", "H", "H", "H", "H", "H", "C", "C", "O", "O", "H", "H", "H", "H", "H", "H", "C", "C", "O", "O", "H", "H", "H", "H", "H", "H", "C", "C", "O", "O", "H", "H", "H", "H", "H", "H", "C", "O", "N", "N", "H", "H", "H", "H", "C", "O", "N", "N", "H", "H", "H", "H", "C", "O", "N", "N", "H", "H", "H", "H"], "coordinates": [[-3.77, 0.06, 4.14], [-3.89, 1.59, 4.32], [-5.35, 2.01, 4.33], [-6.10, 1.32, 5.32], [-7.45, 1.70, 5.28], [-3.22, 2.01, 5.55], [-2.72, -0.24, 4.14], [-4.15, -0.19, 3.15], [-4.21, -0.50, 4.95], [-3.38, 1.93, 3.42], [-5.80, 1.77, 3.36], [-5.47, 3.09, 4.51], [-7.55, 2.78, 5.44], [-8.01, 1.17, 6.04], [-7.87, 1.50, 4.29], [-3.25, 3.03, 5.68], [-3.77, 1.79, 6.38], [5.23, 0.32, -6.64], [5.48, 0.86, -5.25], [4.98, -0.05, -4.15], [3.58, 0.05, -4.02], [3.08, -0.59, -2.88], [6.93, 1.08, -5.09], [5.67, 1.01, -7.36], [4.18, 0.19, -6.88], [5.65, -0.68, -6.71], [5.03, 1.85, -5.07], [5.44, 0.17, -3.17], [5.31, -1.08, -4.33], [1.99, -0.54, -2.90], [3.43, -0.10, -1.96], [3.29, -1.66, -2.82], [7.10, 1.64, -4.26], [7.22, 1.65, -5.87], [1.31, -8.80, -1.50], [0.67, -7.48, -1.98], [0.82, -6.38, -0.95], [2.08, -6.30, -0.35], [2.08, -5.31, 0.67], [1.27, -7.11, -3.28], [1.10, -9.55, -2.26], [0.88, -9.19, -0.57], [2.37, -8.71, -1.29], [-0.38, -7.69, -2.20], [0.06, -6.53, -0.16], [0.50, -5.43, -1.40], [1.99, -4.37, 0.12], [2.94, -5.36, 1.33], [1.20, -5.38, 1.31], [2.23, -7.44, -3.28], [0.84, -7.69, -3.99], [3.63, 1.21, 1.88], [4.48, 2.44, 2.13], [3.85, 3.75, 1.68], [3.62, 3.64, 0.28], [2.90, 4.74, -0.25], [4.74, 2.50, 3.58], [4.04, 0.25, 2.17], [3.52, 1.07, 0.79], [2.60, 1.32, 2.21], [5.45, 2.43, 1.63], [4.53, 4.59, 1.82], [2.88, 3.84, 2.19], [2.72, 4.49, -1.30], [3.50, 5.64, -0.25], [1.95, 4.73, 0.29], [5.34, 3.29, 3.79], [5.28, 1.66, 3.77], [-2.37, -0.65, -0.03], [-1.32, 0.00, 0.85], [-0.03, 0.36, 0.17], [0.84, -0.72, -0.17], [1.51, -1.38, 0.88], [-1.88, 1.28, 1.32], [-1.98, -1.62, -0.37], [-2.57, -0.07, -0.94], [-3.33, -0.87, 0.43], [-1.20, -0.62, 1.74], [0.59, 0.97, 0.84], [-0.19, 0.87, -0.78], [2.00, -0.69, 1.58], [2.30, -1.90, 0.34], [0.87, -2.07, 1.43], [-1.31, 1.59, 2.10], [-2.83, 1.11, 1.62], [0.03, 3.12, -6.76], [0.50, 2.06, -5.75], [-0.54, 0.94, -5.57], [-0.10, 0.15, -4.45], [-1.17, -0.36, -3.68], [1.81, 1.53, -6.24], [-0.71, 3.72, -6.22], [-0.46, 2.84, -7.69], [0.85, 3.83, -6.90], [0.64, 2.59, -4.81], [-0.54, 0.24, -6.41], [-1.51, 1.39, -5.36], [-1.57, -1.29, -4.11], [-1.99, 0.33, -3.50], [-0.75, -0.59, -2.70], [2.41, 1.90, -5.50], [1.83, 0.57, -5.88], [0.38, 5.18, 4.31], [0.39, 6.68, 4.18], [0.83, 7.18, 2.94], [-0.82, 4.70, 3.74], [0.50, 4.83, 5.34], [1.27, 4.75, 3.83], [0.96, 7.10, 5.02], [-0.63, 7.01, 4.39], [0.18, 6.98, 2.26], [-0.77, 3.73, 3.67], [0.11, 0.91, 6.13], [0.16, 0.98, 4.61], [-0.72, 1.98, 4.11], [0.89, -0.15, 6.71], [-0.90, 0.60, 6.40], [0.27, 1.84, 6.67], [-0.20, 0.00, 4.28], [1.12, 1.13, 4.11], [-1.57, 1.88, 4.59], [1.81, 0.05, 6.53], [6.41, -2.29, 1.96], [5.35, -3.23, 2.60], [4.17, -3.17, 1.79], [6.97, -2.89, 0.79], [7.27, -2.16, 2.61], [5.91, -1.36, 1.66], [5.11, -2.92, 3.61], [5.74, -4.25, 2.60], [4.34, -3.65, 0.97], [6.29, -3.24, 0.22], [-1.78, -5.07, 2.50], [-1.18, -3.67, 2.35], [-1.96, -2.65, 2.98], [-3.00, -5.10, 1.78], [-1.93, -5.21, 3.58], [-1.12, -5.80, 2.05], [-1.18, -3.43, 1.29], [-0.18, -3.57, 2.77], [-2.07, -2.91, 3.91], [-3.66, -4.60, 2.27], [-2.82, -4.78, -1.69], [-3.71, -3.81, -0.93], [-4.23, -2.84, -1.82], [-3.58, -5.59, -2.58], [-2.27, -5.47, -1.05], [-2.09, -4.14, -2.20], [-3.14, -3.42, -0.09], [-4.54, -4.39, -0.51], [-4.64, -2.12, -1.33], [-4.29, -5.05, -2.94], [-0.89, 3.57, -3.05], [-1.94, 2.92, -3.11], [0.18, 3.19, -2.28], [-0.65, 4.74, -3.69], [0.98, 3.79, -2.23], [0.11, 2.38, -1.69], [0.27, 5.15, -3.70], [-1.43, 5.25, -4.07], [-4.47, 3.87, 0.54], [-4.49, 2.95, 1.37], [-5.33, 4.91, 0.57], [-3.63, 3.83, -0.54], [-6.07, 5.05, 1.23], [-5.31, 5.58, -0.18], [-4.01, 4.28, -1.35], [-3.01, 3.05, -0.64], [-5.34, 0.47, -3.31], [-6.09, 1.42, -3.16], [-4.02, 0.46, -2.93], [-5.79, -0.72, -3.84], [-3.42, -0.32, -3.09], [-3.66, 1.33, -2.57], [-6.74, -0.67, -4.14], [-5.16, -1.43, -4.15]], "lowdin_charge": [-0.0431, -0.4104, -0.2062, -0.1978, -0.1186, 0.0450, 0.0563, 0.0842, 0.0827, 0.1002, 0.1158, 0.1262, 0.0855, 0.0869, 0.0888, 0.0991, 0.0961, -0.0558, -0.4497, -0.2120, -0.1903, -0.1200, 0.0216, 0.0778, 0.0663, 0.0852, 0.1336, 0.1207, 0.1308, 0.0743, 0.0853, 0.0943, 0.0675, 0.0633, -0.0688, -0.4070, -0.2410, -0.1685, -0.0882, 0.0327, 0.0732, 0.0766, 0.0739, 0.1364, 0.1109, 0.1228, 0.0866, 0.0812, 0.0740, 0.0656, 0.0664, -0.0648, -0.4334, -0.1996, -0.2051, -0.0904, 0.0282, 0.0673, 0.0803, 0.0577, 0.1396, 0.1329, 0.1185, 0.0665, 0.0931, 0.0934, 0.0692, 0.0649, -0.0422, -0.4102, -0.1726, -0.1913, -0.0909, 0.0747, 0.0706, 0.0584, 0.0848, 0.1169, 0.1201, 0.0978, 0.0615, 0.0781, 0.0671, 0.0491, 0.0380, -0.0708, -0.4117, -0.1651, -0.1962, -0.1111, 0.0515, 0.0516, 0.0749, 0.0717, 0.1006, 0.1344, 0.1186, 0.0982, 0.0337, 0.0797, 0.0560, 0.0546, -0.2664, -0.2665, -0.0561, -0.0794, 0.1151, 0.1074, 0.1173, 0.1195, 0.0860, 0.0409, -0.2372, -0.2048, -0.1305, -0.0676, 0.1101, 0.1229, 0.1121, 0.1126, 0.0392, 0.0831, -0.2205, -0.2070, -0.0945, -0.0714, 0.1192, 0.1038, 0.1166, 0.1209, 0.0608, 0.0716, -0.2215, -0.2477, -0.0849, -0.0634, 0.1230, 0.1054, 0.1091, 0.1128, 0.0900, 0.0938, -0.2350, -0.2646, -0.0746, -0.0579, 0.1066, 0.1182, 0.0792, 0.1238, 0.0783, 0.0770, -0.6593, 0.0152, 0.1910, 0.1647, 0.0646, 0.0724, 0.0994, 0.1124, -0.6480, 0.0063, 0.1580, 0.1654, 0.1023, 0.0932, 0.0918, 0.0704, -0.6678, 0.0160, 0.1563, 0.1490, 0.0496, 0.0739, 0.1006, 0.0883]}